# 1
61
Properties=species:S:1:pos:R:3:nbo_charge:R:1 method="wB97M-V/def2-TZVPD" homo_energy_ev=-7.923 relative_energy_ev=3.145 orbital_gap_ev=8.64 e_lumo_ha=0.02631 smiles="COCc1ccc(C(=O)N(C)C[C@@H]2CCCN(CCc3ccc(OC)cc3)C2)o1"
O 5.042 -1.739 -2.008 -0.523
O 1.302 -3.042 -0.109 -0.527
O 0.861 1.503 2.331 -0.636
O 2.257 -0.041 -0.578 -0.406
N 0.421 2.118 0.204 -0.428
N -3.755 1.026 0.627 -0.467
C -0.327 -1.974 -1.406 -0.281
C -0.536 3.102 0.666 -0.207
C 2.072 0.385 0.697 0.134
C 2.981 -0.233 1.520 -0.226
C 0.604 1.990 -1.221 -0.411
C -2.545 -1.517 -0.574 -0.064
C -2.382 1.395 0.907 -0.223
C 0.037 -2.534 -0.181 0.368
C 3.652 -1.586 -1.855 -0.115
C -1.599 -1.476 -1.594 -0.201
C 1.063 1.364 1.131 0.637
C 5.731 -0.521 -2.152 -0.256
C -2.164 -2.051 0.648 -0.129
C -0.891 -2.554 0.853 -0.338
C -3.991 0.556 -0.725 -0.204
C 3.756 -1.077 0.702 -0.325
C -4.380 3.435 0.509 -0.417
C -3.930 -0.983 -0.789 -0.420
C -2.939 3.831 0.821 -0.398
C 3.264 -0.930 -0.565 0.296
C -4.666 2.048 1.099 -0.205
C -1.983 2.754 0.308 -0.251
C 1.710 -3.647 1.095 -0.254
H -5.689 1.739 0.873 0.197
H -3.270 0.966 -1.445 0.171
H -4.292 -1.296 -1.771 0.206
H -0.274 4.078 0.239 0.189
H -2.817 3.931 1.902 0.198
H 1.704 -2.933 1.924 0.184
H 4.566 -1.710 0.999 0.234
H 5.377 0.031 -3.032 0.163
H -0.638 -2.962 1.818 0.221
H 0.197 1.046 -1.593 0.209
H 0.404 -1.955 -2.199 0.217
H -1.869 -1.059 -2.555 0.208
H 3.066 -0.080 2.576 0.244
H -2.260 1.437 1.993 0.203
H 1.078 -4.505 1.344 0.178
H -5.074 4.166 0.928 0.209
H 5.617 0.114 -1.266 0.175
H -4.529 3.408 -0.573 0.193
H -2.876 -2.074 1.460 0.208
H -4.990 0.866 -1.042 0.197
H -4.561 2.097 2.188 0.190
H 3.227 -1.003 -2.687 0.178
H 0.092 2.815 -1.712 0.205
H -4.600 -1.380 -0.026 0.215
H -2.077 2.699 -0.783 0.189
H -2.703 4.796 0.365 0.205
H 2.729 -3.987 0.921 0.199
H 1.662 2.039 -1.485 0.211
H 3.241 -2.600 -1.886 0.219
H -0.431 3.152 1.752 0.245
H -1.728 0.609 0.530 0.218
H 6.781 -0.775 -2.282 0.196

=====

# 2
62
Properties=species:S:1:pos:R:3:nbo_charge:R:1 method="wB97M-V/def2-TZVPD" homo_energy_ev=-8.357 relative_energy_ev=0.576 orbital_gap_ev=9.10 e_lumo_ha=0.02745 smiles="CCOC(=O)C1(Cc2ccc(OC)cc2)CCN(C(=O)CCN2CCCC2=O)CC1"
O 2.819 -4.041 0.088 -0.642
O -1.964 -0.543 -1.724 -0.522
O 3.097 1.505 -0.083 -0.640
O -2.953 -2.459 -1.122 -0.622
O -5.020 3.688 0.304 -0.495
N 4.671 0.116 0.791 -0.429
N 1.351 -2.443 -0.500 -0.443
C -2.993 2.629 1.165 -0.325
C -0.766 -2.939 0.629 -0.392
C 0.930 -1.102 -0.841 -0.224
C 6.103 0.043 0.960 -0.202
C -0.086 -0.581 0.180 -0.406
C -1.282 -1.521 0.341 -0.145
C -4.465 4.963 0.510 -0.251
C -2.333 1.447 1.457 -0.128
C 0.243 -3.374 -0.430 -0.232
C 2.597 -2.885 -0.227 0.686
C 5.448 2.185 0.084 -0.499
C -2.922 0.213 1.227 -0.078
C 3.734 -1.878 -0.320 -0.504
C -4.215 0.189 0.714 -0.189
C 6.533 1.514 0.926 -0.403
C -4.277 2.593 0.637 0.302
C -2.163 -1.575 -0.905 0.831
C -4.088 0.104 -2.754 -0.633
C 4.244 1.270 0.237 0.687
C -2.711 -0.512 -2.942 -0.074
C 3.801 -1.020 0.952 -0.209
C -4.886 1.356 0.423 -0.257
C -2.194 -1.070 1.511 -0.392
H 6.561 -0.528 0.142 0.183
H 0.651 -4.357 -0.190 0.254
H -3.553 5.105 -0.081 0.175
H -1.341 1.498 1.880 0.204
H 5.212 3.199 0.399 0.236
H -5.889 1.341 0.026 0.224
H -1.574 -0.960 2.403 0.216
H 4.658 -2.450 -0.426 0.232
H -4.700 -0.761 0.543 0.219
H 6.528 1.925 1.935 0.210
H -2.922 -1.863 1.693 0.223
H -1.603 -3.638 0.632 0.234
H -4.243 5.140 1.567 0.175
H -2.494 3.566 1.357 0.219
H 1.766 -0.408 -0.873 0.242
H -4.003 1.087 -2.298 0.218
H -5.222 5.672 0.178 0.200
H -2.804 -1.535 -3.323 0.197
H 7.530 1.639 0.508 0.218
H 2.810 -0.625 1.186 0.224
H -0.290 -2.957 1.611 0.209
H 6.351 -0.448 1.904 0.201
H -4.576 0.197 -3.721 0.215
H 0.408 -0.486 1.150 0.203
H 4.151 -1.623 1.793 0.212
H 3.618 -1.235 -1.192 0.221
H 0.464 -1.128 -1.833 0.195
H -2.104 0.087 -3.625 0.189
H -0.247 -3.420 -1.410 0.190
H 5.715 2.214 -0.975 0.228
H -0.416 0.408 -0.134 0.241
H -4.694 -0.529 -2.112 0.220

=====

# 3
60
Properties=species:S:1:pos:R:3:nbo_charge:R:1 method="wB97M-V/def2-TZVPD" homo_energy_ev=-8.179 relative_energy_ev=1.923 orbital_gap_ev=8.50 e_lumo_ha=0.01188 smiles=Cc1cccc(-c2ncc(CN3CCN(C4CCCC4)[C@H](CCO)C3)cn2)c1
O -0.900 -6.410 -1.809 -0.713
N -0.171 0.473 3.165 -0.453
N -0.053 -1.719 -2.647 -0.456
N -1.820 -1.760 -0.362 -0.448
N -1.639 1.989 2.116 -0.455
C 0.989 -0.699 -2.642 -0.039
C -0.449 -2.214 -0.241 -0.254
C -2.232 0.982 1.507 0.086
C 0.040 -2.734 -1.605 -0.037
C 2.409 -1.272 -2.556 -0.417
C -2.467 -1.478 0.913 -0.218
C 2.453 0.232 -4.410 -0.405
C -0.772 -0.525 2.551 0.086
C 1.121 2.579 4.459 -0.194
C -0.405 4.123 3.414 -0.193
C -0.749 -3.982 -2.026 -0.437
C 0.043 2.818 3.609 -0.032
C 1.734 3.638 5.100 -0.209
C 0.206 5.187 4.056 -0.022
C -0.192 -5.262 -1.403 -0.052
C -1.398 -1.169 -2.681 -0.215
C 3.267 -0.180 -3.185 -0.396
C 1.281 4.931 4.902 -0.200
C 0.986 0.079 -3.979 -0.409
C -1.899 -0.673 -1.318 -0.251
C -0.285 6.591 3.862 -0.626
C -1.843 -0.344 1.678 -0.141
C -0.619 1.706 2.928 0.379
H 1.089 -3.020 -1.505 0.209
H 0.427 -0.489 -4.722 0.216
H 3.363 0.659 -2.494 0.196
H -0.814 6.928 4.754 0.220
H -2.068 -1.958 -3.030 0.200
H 2.716 -1.494 -1.535 0.209
H 2.466 -2.180 -3.157 0.206
H -1.305 0.203 -0.999 0.167
H 0.859 0.017 -1.811 0.166
H -1.794 -3.864 -1.730 0.207
H 0.838 -5.428 -1.729 0.174
H 1.766 5.754 5.408 0.207
H 2.570 3.458 5.760 0.212
H -2.424 -2.394 1.509 0.206
H 2.673 -0.442 -5.238 0.201
H -0.965 6.651 3.017 0.216
H -0.389 -1.514 2.775 0.193
H -2.942 -0.361 -1.411 0.203
H 0.227 -1.410 0.102 0.175
H 1.459 1.565 4.602 0.233
H 2.682 1.247 -4.733 0.209
H -0.199 -5.184 -0.306 0.146
H -1.242 4.286 2.752 0.230
H -3.515 -1.247 0.700 0.206
H 0.549 7.270 3.693 0.217
H 0.510 1.052 -3.862 0.203
H 4.266 -0.530 -3.443 0.211
H -1.833 -6.283 -1.605 0.461
H -3.062 1.246 0.860 0.193
H -0.701 -4.074 -3.112 0.223
H -1.435 -0.349 -3.397 0.208
H -0.410 -3.023 0.491 0.201

=====

Please write out number 1 again, unchanged.
61
Properties=species:S:1:pos:R:3:nbo_charge:R:1 method="wB97M-V/def2-TZVPD" homo_energy_ev=-7.923 relative_energy_ev=3.145 orbital_gap_ev=8.64 e_lumo_ha=0.02631 smiles="COCc1ccc(C(=O)N(C)C[C@@H]2CCCN(CCc3ccc(OC)cc3)C2)o1"
O 5.042 -1.739 -2.008 -0.523
O 1.302 -3.042 -0.109 -0.527
O 0.861 1.503 2.331 -0.636
O 2.257 -0.041 -0.578 -0.406
N 0.421 2.118 0.204 -0.428
N -3.755 1.026 0.627 -0.467
C -0.327 -1.974 -1.406 -0.281
C -0.536 3.102 0.666 -0.207
C 2.072 0.385 0.697 0.134
C 2.981 -0.233 1.520 -0.226
C 0.604 1.990 -1.221 -0.411
C -2.545 -1.517 -0.574 -0.064
C -2.382 1.395 0.907 -0.223
C 0.037 -2.534 -0.181 0.368
C 3.652 -1.586 -1.855 -0.115
C -1.599 -1.476 -1.594 -0.201
C 1.063 1.364 1.131 0.637
C 5.731 -0.521 -2.152 -0.256
C -2.164 -2.051 0.648 -0.129
C -0.891 -2.554 0.853 -0.338
C -3.991 0.556 -0.725 -0.204
C 3.756 -1.077 0.702 -0.325
C -4.380 3.435 0.509 -0.417
C -3.930 -0.983 -0.789 -0.420
C -2.939 3.831 0.821 -0.398
C 3.264 -0.930 -0.565 0.296
C -4.666 2.048 1.099 -0.205
C -1.983 2.754 0.308 -0.251
C 1.710 -3.647 1.095 -0.254
H -5.689 1.739 0.873 0.197
H -3.270 0.966 -1.445 0.171
H -4.292 -1.296 -1.771 0.206
H -0.274 4.078 0.239 0.189
H -2.817 3.931 1.902 0.198
H 1.704 -2.933 1.924 0.184
H 4.566 -1.710 0.999 0.234
H 5.377 0.031 -3.032 0.163
H -0.638 -2.962 1.818 0.221
H 0.197 1.046 -1.593 0.209
H 0.404 -1.955 -2.199 0.217
H -1.869 -1.059 -2.555 0.208
H 3.066 -0.080 2.576 0.244
H -2.260 1.437 1.993 0.203
H 1.078 -4.505 1.344 0.178
H -5.074 4.166 0.928 0.209
H 5.617 0.114 -1.266 0.175
H -4.529 3.408 -0.573 0.193
H -2.876 -2.074 1.460 0.208
H -4.990 0.866 -1.042 0.197
H -4.561 2.097 2.188 0.190
H 3.227 -1.003 -2.687 0.178
H 0.092 2.815 -1.712 0.205
H -4.600 -1.380 -0.026 0.215
H -2.077 2.699 -0.783 0.189
H -2.703 4.796 0.365 0.205
H 2.729 -3.987 0.921 0.199
H 1.662 2.039 -1.485 0.211
H 3.241 -2.600 -1.886 0.219
H -0.431 3.152 1.752 0.245
H -1.728 0.609 0.530 0.218
H 6.781 -0.775 -2.282 0.196

=====

Copy entry 2 word for word.
62
Properties=species:S:1:pos:R:3:nbo_charge:R:1 method="wB97M-V/def2-TZVPD" homo_energy_ev=-8.357 relative_energy_ev=0.576 orbital_gap_ev=9.10 e_lumo_ha=0.02745 smiles="CCOC(=O)C1(Cc2ccc(OC)cc2)CCN(C(=O)CCN2CCCC2=O)CC1"
O 2.819 -4.041 0.088 -0.642
O -1.964 -0.543 -1.724 -0.522
O 3.097 1.505 -0.083 -0.640
O -2.953 -2.459 -1.122 -0.622
O -5.020 3.688 0.304 -0.495
N 4.671 0.116 0.791 -0.429
N 1.351 -2.443 -0.500 -0.443
C -2.993 2.629 1.165 -0.325
C -0.766 -2.939 0.629 -0.392
C 0.930 -1.102 -0.841 -0.224
C 6.103 0.043 0.960 -0.202
C -0.086 -0.581 0.180 -0.406
C -1.282 -1.521 0.341 -0.145
C -4.465 4.963 0.510 -0.251
C -2.333 1.447 1.457 -0.128
C 0.243 -3.374 -0.430 -0.232
C 2.597 -2.885 -0.227 0.686
C 5.448 2.185 0.084 -0.499
C -2.922 0.213 1.227 -0.078
C 3.734 -1.878 -0.320 -0.504
C -4.215 0.189 0.714 -0.189
C 6.533 1.514 0.926 -0.403
C -4.277 2.593 0.637 0.302
C -2.163 -1.575 -0.905 0.831
C -4.088 0.104 -2.754 -0.633
C 4.244 1.270 0.237 0.687
C -2.711 -0.512 -2.942 -0.074
C 3.801 -1.020 0.952 -0.209
C -4.886 1.356 0.423 -0.257
C -2.194 -1.070 1.511 -0.392
H 6.561 -0.528 0.142 0.183
H 0.651 -4.357 -0.190 0.254
H -3.553 5.105 -0.081 0.175
H -1.341 1.498 1.880 0.204
H 5.212 3.199 0.399 0.236
H -5.889 1.341 0.026 0.224
H -1.574 -0.960 2.403 0.216
H 4.658 -2.450 -0.426 0.232
H -4.700 -0.761 0.543 0.219
H 6.528 1.925 1.935 0.210
H -2.922 -1.863 1.693 0.223
H -1.603 -3.638 0.632 0.234
H -4.243 5.140 1.567 0.175
H -2.494 3.566 1.357 0.219
H 1.766 -0.408 -0.873 0.242
H -4.003 1.087 -2.298 0.218
H -5.222 5.672 0.178 0.200
H -2.804 -1.535 -3.323 0.197
H 7.530 1.639 0.508 0.218
H 2.810 -0.625 1.186 0.224
H -0.290 -2.957 1.611 0.209
H 6.351 -0.448 1.904 0.201
H -4.576 0.197 -3.721 0.215
H 0.408 -0.486 1.150 0.203
H 4.151 -1.623 1.793 0.212
H 3.618 -1.235 -1.192 0.221
H 0.464 -1.128 -1.833 0.195
H -2.104 0.087 -3.625 0.189
H -0.247 -3.420 -1.410 0.190
H 5.715 2.214 -0.975 0.228
H -0.416 0.408 -0.134 0.241
H -4.694 -0.529 -2.112 0.220